Computed, not measured: a 13-piece molecular cluster, ClH24O16 overall in a non-equilibrium geometry, with ωB97M-V/def2-TZVPD.

charge: -1
energy: -1678.25799 hartree
Kohn-Sham gap: 9.410 eV
lowest unoccupied orbital energy: 1.94 eV
largest force on an atom: 3.749 eV Å⁻¹
relative energy (zero: lowest compared OMol25 entry of this formula, charge and spin): 113.93 kJ/mol
HOMO: -7.5 eV

XYZ file:
```
41
Properties=species:S:1:pos:R:3:forces:R:3
Cl -0.812 -0.233 0.021 -0.7 -0.2 1.2
O -1.096 -0.877 -1.313 0.6 1.5 1.8
O -0.766 1.254 -0.099 0.2 -2.6 -0.1
O -1.938 -0.593 0.926 2.3 0.5 -1.4
O 0.529 -0.740 0.561 -3.3 1.0 -1.5
O -3.159 0.686 -2.536 -1.4 1.1 -0.7
H -2.531 0.147 -2.100 1.5 -0.8 0.8
H -2.704 1.058 -3.296 0.1 -0.2 0.0
O -2.436 3.803 1.425 0.2 -0.7 0.2
H -2.660 3.159 0.746 -0.3 0.2 -0.4
H -1.809 3.257 1.919 0.0 0.4 0.3
O 1.882 -1.152 3.240 1.3 -0.6 -1.8
H 2.630 -1.435 3.759 0.2 0.0 0.8
H 2.356 -0.978 2.363 -0.8 0.4 1.0
O 3.228 -0.784 0.797 -1.9 1.5 -0.1
H 3.969 -1.328 0.885 1.8 -1.4 0.0
H 2.509 -1.354 0.466 0.4 0.1 -0.1
O 0.992 3.811 0.036 -0.1 0.2 -0.1
H 1.576 3.062 0.183 0.1 -0.2 0.2
H 0.235 3.430 -0.425 0.0 0.3 -0.1
O 1.539 1.638 1.761 0.4 1.4 0.6
H 0.780 2.235 1.876 0.4 -0.3 0.1
H 1.172 0.923 1.268 -0.3 -1.0 -0.5
O 1.492 -0.985 -2.987 1.0 1.0 -2.1
H 1.105 -1.629 -2.445 -0.8 -1.8 1.2
H 1.658 -0.239 -2.437 0.1 0.8 0.6
O -3.329 -2.215 -3.339 0.2 0.7 1.7
H -2.988 -2.822 -2.660 0.0 -0.2 -0.6
H -3.353 -1.402 -2.767 -0.3 -0.6 -1.3
O 0.328 -3.138 -1.501 0.3 -0.6 -0.5
H -0.224 -2.354 -1.474 -0.6 0.2 0.1
H 0.779 -3.109 -0.659 0.3 -0.1 0.6
O 2.015 -3.155 1.012 1.4 -2.3 -2.5
H 1.914 -2.936 1.914 -0.2 0.3 1.9
H 2.703 -3.879 0.896 -1.5 1.4 0.6
O -1.326 3.365 -1.833 0.4 1.8 -0.3
H -1.793 3.502 -2.660 0.0 -0.5 0.3
H -1.373 2.482 -1.513 -0.5 -1.4 -0.1
O -0.387 0.160 3.575 -0.5 0.6 0.5
H 0.369 -0.366 3.328 0.8 0.0 0.2
H -1.075 -0.267 3.087 -1.0 -0.2 -0.5
```
Forces are in eV/Å.

Atomic partial charges in e from the natural (NBO) method, atoms 1 to 5:
1 Cl 2.4173
2 O -0.8611
3 O -0.8455
4 O -0.7982
5 O -0.8563